No. 1
A structure of composition C17H32BrCdInNO5S2, computed with ωB97M-V/def2-TZVPD.

Results
HOMO	-10.18	eV
DFT total energy	-131314.7641	eV
HOMO-LUMO gap	1.76	eV
lowest unoccupied orbital energy	-8.42	eV
M	701.71	Da

```
! RIJCOSX wB97M-V def2-TZVPD def2/J DEFGRID3
* xyz 1 1
In 1.341 1.940 -0.574
Cd 6.542 -3.623 1.888
Br 0.384 0.937 1.519
S -0.058 1.310 -2.461
S -4.954 -3.334 1.605
O -8.022 -1.720 0.703
O 4.591 -3.554 -0.109
O -6.350 -1.148 -0.673
O -3.020 0.769 -3.574
O -3.385 0.541 -1.364
N 0.493 4.909 1.797
C -5.295 -0.297 -0.195
C 3.833 -0.366 1.075
C 4.764 -2.211 -0.538
C 2.321 -4.424 0.153
C -4.829 0.488 -1.415
C 4.078 1.083 0.632
C 4.968 -1.335 0.705
C -6.980 -2.002 0.201
C -2.773 1.064 -2.447
C 3.476 1.418 -0.728
C 3.555 -4.326 -0.734
C -6.303 -3.342 0.370
C 2.838 4.556 1.441
C 1.408 4.565 0.982
C 1.106 4.232 -0.413
C -1.674 2.048 -2.065
C -5.753 0.599 0.939
H -7.052 -4.052 0.711
H -5.161 0.003 -2.331
H 0.066 4.371 -0.712
H -4.907 1.216 1.252
H 3.899 -1.870 -1.119
H 3.704 1.744 1.417
H 4.016 2.215 -1.239
H 5.033 -2.088 1.515
H 3.313 -3.892 -1.708
H 5.636 -2.159 -1.198
H 2.229 -3.532 0.774
H -0.453 4.788 1.431
H -6.546 1.265 0.595
H 2.905 -0.733 0.625
H 5.919 -0.805 0.629
H -1.786 2.931 -2.696
H 3.116 5.545 1.804
H -5.203 1.515 -1.390
H -6.120 0.036 1.797
H 3.444 0.543 -1.387
H -1.742 2.312 -1.012
H 3.670 -0.389 2.152
H 5.157 1.275 0.553
H 3.984 -5.311 -0.918
H 2.373 -5.294 0.807
H 2.934 3.868 2.283
H 1.795 4.651 -1.144
H 1.418 -4.518 -0.452
H -4.441 -0.902 0.125
H -5.894 -3.672 -0.583
H -5.126 -2.086 2.050
H 3.519 4.245 0.649
*
```

Mulliken population analysis, charges in e, atoms 1 to 4: atom 1 (In): 0.701, atom 2 (Cd): 0.293, atom 3 (Br): -0.401, atom 4 (S): -0.223



No. 2
A cluster of 6 separate species, C17H32Cl6O9 in total at a distorted geometry, computed with ωB97M-V/def2-TZVPD.

Results
HOMO	-10.70	eV
DFT total energy	-111710.5527	eV
HOMO-LUMO gap	10.83	eV
SMILES string	CCOC(=O)OC.CCOC(=O)OC.O=C1OCCO1.ClCCCl.ClCCCl.ClCCCl
lowest unoccupied orbital energy	0.13	eV
M	593.15	Da

```
! RIJCOSX wB97M-V def2-TZVPD def2/J DEFGRID3
* xyz 0 1
Cl 11.004 -9.150 -4.074
Cl 12.271 -22.558 1.834
Cl 11.587 -19.684 0.052
Cl 9.225 -13.091 -4.210
Cl 17.960 -16.654 4.019
Cl 18.671 -19.620 5.884
O 16.683 -18.617 -0.776
O 14.012 -12.353 6.150
O 14.217 -16.118 1.294
O 13.377 -13.562 4.357
O 12.257 -16.809 2.239
O 16.181 -17.713 -2.753
O 12.383 -15.308 0.562
O 14.682 -17.674 -1.149
O 13.072 -14.410 6.293
C 13.627 -12.478 3.416
C 9.926 -10.465 -4.570
C 15.918 -18.040 -1.481
C 17.526 -19.327 4.557
C 13.125 -20.993 1.891
C 18.054 -18.361 3.525
C 15.020 -17.181 -3.398
C 14.975 -17.031 2.051
C 13.311 -14.329 7.686
C 10.089 -11.666 -3.644
C 13.184 -20.359 0.519
C 13.546 -13.328 5.639
C 10.998 -14.994 0.582
C 10.734 -13.547 0.268
C 13.971 -17.207 -2.274
C 14.752 -12.864 2.487
C 12.870 -16.207 1.406
H 13.079 -17.807 -2.471
H 10.171 -10.711 -5.599
H 9.675 -13.465 0.021
H 15.640 -13.301 2.945
H 11.288 -13.153 -0.590
H 14.530 -18.033 2.026
H 9.959 -11.402 -2.595
H 12.705 -12.410 2.844
H 10.507 -15.222 1.530
H 15.041 -16.775 3.110
H 14.457 -13.532 1.681
H 14.814 -17.843 -4.237
H 16.606 -19.003 5.033
H 17.346 -20.274 4.050
H 13.543 -20.952 -0.311
H 11.150 -11.939 -3.640
H 10.980 -12.853 1.072
H 10.522 -15.628 -0.170
H 12.691 -20.278 2.588
H 12.877 -15.182 8.195
H 15.113 -11.898 2.115
H 14.366 -14.247 7.960
H 15.965 -17.141 1.618
H 13.799 -19.469 0.665
H 14.125 -21.216 2.260
H 13.536 -16.229 -2.052
H 8.875 -10.180 -4.537
H 17.528 -18.421 2.572
H 19.098 -18.522 3.262
H 13.830 -11.599 4.021
H 12.877 -13.417 8.107
H 15.188 -16.176 -3.781
*
```

Mulliken population analysis, charges in e, atoms 1 to 4: atom 1 (Cl): -0.190, atom 2 (Cl): -0.204, atom 3 (Cl): -0.205, atom 4 (Cl): -0.191



No. 3
A cluster of 11 separate species, C17H32N3O27 in total at a distorted geometry, computed with ωB97M-V/def2-TZVPD.

Results
HOMO (spin up / spin down)	2.56 / 2.57	eV
DFT total energy	-77895.2679	eV
HOMO-LUMO gap (spin up / spin down)	3.27 / 2.03	eV
lowest unoccupied orbital energy (spin up / spin down)	5.83 / 4.60	eV
M	710.44	Da

```
! RIJCOSX wB97M-V def2-TZVPD def2/J DEFGRID3
* xyz -4 2
O 0.844 -2.595 -4.533
O -1.542 -5.649 -2.611
O 3.481 -2.745 1.436
O 5.814 1.720 -2.479
O -2.599 -1.130 -0.931
O 3.775 3.272 2.539
O 2.855 -2.649 -3.654
O -1.508 -3.043 4.830
O -3.681 -0.918 -2.869
O 2.406 1.491 2.447
O -0.257 3.912 -3.135
O -1.745 -3.532 -1.866
O 3.655 -3.393 -0.639
O 1.984 3.181 1.194
O 3.157 -1.318 -0.188
O -0.193 -4.827 4.367
O 1.113 4.083 -4.782
O 0.788 1.041 4.472
O -2.811 -5.139 -0.919
O 1.960 4.249 -2.772
O -3.701 0.719 -1.548
O 0.722 0.684 -2.077
O -1.388 0.920 4.757
O -3.750 -1.347 3.965
O 0.172 -2.899 3.476
O -0.734 1.238 2.743
O 1.077 -2.995 -2.353
N 3.926 2.298 -3.692
N -3.924 0.825 3.217
N 0.775 0.169 0.334
C 1.611 -2.697 -3.547
C 0.250 0.841 -0.956
C 3.804 1.851 -1.198
C -4.533 -0.432 3.761
C 0.975 4.124 -3.522
C -0.039 -1.045 0.710
C -3.337 -0.434 -1.805
C -3.890 0.891 1.689
C -0.494 -3.626 4.192
C 2.653 2.637 2.078
C -5.993 -0.377 4.139
C -2.012 -4.756 -1.741
C 3.150 1.081 -4.307
C 3.416 -2.446 0.263
C -0.488 1.045 3.950
C -0.868 1.856 -0.870
C 4.614 1.851 -2.419
H -0.460 2.811 -0.536
H -0.970 -0.744 1.191
H -0.506 3.694 -4.036
H -4.871 0.806 1.221
H 4.595 2.733 -4.310
H 1.381 1.346 3.781
H -3.189 0.119 1.375
H 0.659 -1.594 1.342
H 3.784 4.139 2.128
H -2.425 -1.963 -1.375
H 3.226 0.943 -1.025
H 2.464 0.809 -3.505
H -4.456 1.659 3.421
H 3.038 2.607 -1.026
H 0.151 -2.774 -2.474
H 2.578 1.431 -5.166
H 1.741 -0.093 0.198
H 4.408 1.973 -0.299
H -6.037 -0.023 5.169
H -6.582 -1.293 4.093
H -1.257 -2.181 4.491
H -1.804 -6.455 -2.160
H 3.989 0.398 -4.448
H 3.288 3.042 -3.449
H -1.407 1.931 -1.814
H -3.533 1.919 1.625
H 3.323 -3.009 -1.454
H -2.955 0.999 3.441
H -6.514 0.357 3.524
H -0.289 -1.762 -0.072
H 0.666 0.786 1.126
H -1.526 1.405 -0.128
*
```

Mulliken population analysis, charges in e, atoms 1 to 4: atom 1 (O): -0.838, atom 2 (O): -0.448, atom 3 (O): -0.748, atom 4 (O): -0.598



No. 4
A structure of composition C17H32NO2P2Rh at a distorted geometry, computed with ωB97M-V/def2-TZVPD.

Results
relative energy (zero: lowest compared OMol25 entry of this formula, charge and spin)	0.0	kcal per mole
HOMO (spin up / spin down)	-10.99 / -15.65	eV
DFT total energy	-45298.5861	eV
HOMO-LUMO gap (spin up / spin down)	5.22 / 6.21	eV
lowest unoccupied orbital energy (spin up / spin down)	-5.78 / -9.44	eV
M	447.30	Da

```
! RIJCOSX wB97M-V def2-TZVPD def2/J DEFGRID3
* xyz 2 5
Rh 0.145 -0.324 -0.263
P -0.983 1.530 -0.882
P 1.278 -2.223 -0.368
O -2.317 -1.931 -0.411
O -2.479 -1.044 -2.716
N 0.863 -0.168 -2.309
C 1.899 0.213 -4.822
C 1.980 -0.830 -2.655
C -0.245 0.515 2.619
C 0.701 0.815 -4.462
C 0.801 2.294 3.968
C -0.192 1.128 3.965
C 0.181 0.633 -3.167
C 0.386 -3.595 -1.173
C -1.113 1.166 -2.668
C 0.259 0.071 4.972
C 2.550 -0.626 -3.917
C -0.158 -0.001 1.525
C -0.003 3.040 -0.693
C -2.649 1.839 -0.276
C 2.092 -2.848 1.107
C 2.573 -1.787 -1.633
C -1.583 1.641 4.340
H -2.975 2.842 -0.585
H -0.267 -4.069 -0.430
H 0.133 1.460 -5.123
H 2.701 -2.048 1.545
H -2.311 0.822 4.344
H -1.450 2.051 -3.250
H -2.940 -2.110 0.312
H -0.437 -0.775 4.983
H -2.535 -1.472 -1.670
H 1.106 -4.323 -1.570
H 0.848 2.748 4.964
H 1.309 -3.128 1.823
H -1.971 0.142 -2.759
H -0.514 3.883 -1.186
H -1.923 2.406 3.633
H 0.114 3.242 0.380
H 3.416 -1.320 -1.090
H 3.479 -1.148 -4.152
H -3.342 1.084 -0.671
H 0.498 3.065 3.251
H -3.333 -1.150 -3.176
H -0.234 -3.208 -1.993
H 2.943 -2.707 -2.116
H 1.257 -0.302 4.719
H -1.557 2.085 5.341
H 0.990 2.888 -1.140
H 0.296 0.503 5.978
H -1.498 -1.363 -0.028
H 1.804 1.944 3.698
H -2.632 1.781 0.819
H 2.324 0.387 -5.805
H 2.718 -3.719 0.876
*
```

Mulliken population analysis, charges in e, atoms 1 to 4: atom 1 (Rh): -0.526, atom 2 (P): 0.842, atom 3 (P): 1.019, atom 4 (O): -0.543



Look up the M of the first one.
701.71 Da